[1]
C29H48NOP2Ti as an isolated structure, computed with ωB97M-V/def2-TZVPD.

Values from the calculation:
- Kohn-Sham gap (alpha / beta) (eV) = 5.21 / 5.22
- total charge = +1
- lowest unoccupied orbital energy (alpha / beta) (eV) = -3.9040 / -3.8980
- 2S+1 = 3
- relative energy (zero: lowest compared OMol25 entry of this formula, charge and spin) (kcal per mole) = 0.0

Last column: Löwdin charge in e.
Geometry (Å):
Ti  0.68100  0.08751  0.10522  0.91
C  0.83137  -2.01049  1.01365  -0.30
C  -0.60086  -1.89573  1.15019  -0.25
C  -0.13010  -2.02503  -1.11014  -0.26
C  1.10889  -2.15523  -0.40489  -0.30
C  -1.18008  -1.94366  -0.15163  -0.24
C  1.78838  -2.11284  2.14344  -0.03
H  1.40785  -1.60084  3.03535  0.08
H  2.76246  -1.67612  1.90551  0.05
H  1.96079  -3.16248  2.42204  0.10
C  2.39991  -2.44509  -1.07535  -0.04
H  3.23696  -2.39464  -0.37507  0.08
H  2.59054  -1.72303  -1.88016  0.07
H  2.40507  -3.44525  -1.53624  0.10
C  -0.28149  -2.13491  -2.58843  -0.03
H  -0.18596  -3.18111  -2.91983  0.10
H  0.49435  -1.55280  -3.10706  0.08
H  -1.26052  -1.76500  -2.92038  0.08
C  -2.62775  -2.01223  -0.47311  -0.03
H  -2.95161  -3.06423  -0.49724  0.10
H  -2.83213  -1.57927  -1.45998  0.08
H  -3.23988  -1.49117  0.27083  0.07
C  -1.34462  -1.93063  2.43745  -0.03
H  -1.64624  -2.96265  2.69104  0.10
H  -2.26051  -1.32457  2.39216  0.07
H  -0.73352  -1.55337  3.26804  0.07
C  1.18979  2.23052  0.81887  -0.18
C  0.99525  1.38157  1.91271  -0.21
C  -0.16434  1.48619  2.86295  -0.17
C  -1.50933  1.74252  2.15663  -0.16
C  -1.71147  0.99057  0.87570  -0.11
C  -1.28688  1.40511  -0.38463  -0.18
C  -0.86320  2.85206  -0.61951  -0.18
C  0.29654  3.31906  0.29016  -0.18
H  -0.01468  2.30222  3.59336  0.13
H  -1.63969  2.82871  2.01172  0.11
H  -0.24091  0.57319  3.47382  0.10
H  -0.08844  3.99862  1.07009  0.11
H  2.21726  2.34432  0.46045  0.10
H  1.87966  0.89143  2.33943  0.10
H  0.92402  3.95438  -0.35970  0.11
H  -0.56660  2.94491  -1.67860  0.11
H  -1.79488  0.94444  -1.25073  0.12
H  -1.73359  3.53110  -0.49770  0.11
H  -2.31563  1.41590  2.83850  0.13
H  -2.51418  0.24610  0.91656  0.09
P  -2.75756  6.67215  -1.66178  0.78
P  -5.12967  6.48120  -3.65057  0.77
C  -3.72046  8.25660  -1.96040  -0.44
C  -4.49273  8.20537  -3.28170  -0.46
H  -3.00611  9.09286  -1.96893  0.07
H  -4.40056  8.38881  -1.10456  0.07
H  -5.34505  8.90149  -3.27530  0.08
H  -3.83861  8.45924  -4.12978  0.07
C  -5.76380  6.81484  -5.33568  -0.34
H  -6.36847  5.95734  -5.64594  0.03
H  -4.91282  6.91263  -6.01598  0.03
H  -6.37076  7.72573  -5.36547  0.04
C  -6.74154  6.63666  -2.76316  -0.32
H  -7.25155  7.56307  -3.06111  0.04
H  -6.57822  6.62268  -1.67849  0.03
H  -7.35086  5.76815  -3.04471  0.03
C  -1.05889  7.37038  -1.77517  -0.33
H  -0.34317  6.60376  -1.45253  0.02
H  -0.96996  8.26064  -1.13910  0.04
H  -0.85240  7.63417  -2.81973  0.04
C  -2.90115  6.60134  0.16685  -0.33
H  -3.92934  6.32535  0.42570  0.03
H  -2.65247  7.57123  0.61300  0.04
H  -2.22039  5.82854  0.54503  0.01
O  2.43012  0.12503  -0.20328  -0.29
N  3.79613  0.34187  -0.32735  -0.06
C  4.16663  0.88624  -1.51821  0.03
C  5.37273  1.57239  -1.57436  0.00
C  6.21087  1.55106  -0.45386  -0.02
C  5.83969  0.86071  0.69911  -0.01
C  4.56676  0.31044  0.79954  0.04
H  3.44936  0.87442  -2.33940  0.16
H  5.61366  2.14463  -2.46114  0.13
H  7.16863  2.06924  -0.47316  0.13
H  6.45694  0.82763  1.59206  0.13
H  4.13210  -0.06399  1.73652  0.14

---

[2]
C29H48NP3PdSSe as an isolated structure, computed with ωB97M-V/def2-TZVPD.

Values from the calculation:
- Kohn-Sham gap (alpha / beta) (eV) = 8.14 / 4.25
- total charge = +4
- lowest unoccupied orbital energy (alpha / beta) (eV) = -10.5294 / -14.9361
- 2S+1 = 5
- relative energy (zero: lowest compared OMol25 entry of this formula, charge and spin) (kcal per mole) = 0.0

Last column: Löwdin charge in e.
Geometry (Å):
Pd  -0.61975  -0.06849  -1.42590  0.18
P  -2.96544  -0.08948  -1.17914  0.75
P  -0.12271  -2.31336  -0.93841  0.74
P  -0.15130  2.50794  -0.65011  0.85
H  4.59474  -0.75824  -1.79823  0.06
C  4.40356  0.17559  -1.25580  -0.08
C  4.23730  0.20535  0.07748  -0.07
H  4.17422  -0.71535  0.66311  0.05
C  -3.85605  0.03500  -2.76769  -0.24
C  -3.65939  -1.59610  -0.42094  -0.23
C  -3.68350  1.24268  -0.16142  -0.23
C  1.68874  -2.43282  -0.77645  -0.22
C  -0.76108  -3.19839  0.54069  -0.23
C  -0.56924  -3.55539  -2.21710  -0.26
C  1.62193  2.78305  -0.60090  -0.18
C  -0.95906  3.60726  0.53472  -0.16
C  -0.77454  2.87346  -2.30428  -0.20
H  4.47887  1.09446  -1.84903  0.06
H  4.13649  1.15208  0.61738  0.05
H  -4.93768  -0.01422  -2.58214  0.08
H  -3.54932  -0.78308  -3.43322  0.03
H  -3.60323  0.98441  -3.25426  0.06
H  -4.75458  -1.58385  -0.52465  0.09
H  -3.40982  -1.63091  0.64458  0.05
H  -3.26894  -2.49471  -0.90908  0.04
H  -4.77227  1.09138  -0.09583  0.08
H  -3.49406  2.22255  -0.61194  0.04
H  -3.26129  1.23089  0.85106  0.04
H  2.04339  -3.44785  -1.01110  0.08
H  1.98020  -2.16423  0.24760  0.02
H  2.16335  -1.71395  -1.45399  0.01
H  -0.47533  -4.26014  0.51513  0.08
H  -1.85158  -3.13569  0.59794  0.03
H  -0.35127  -2.73442  1.44274  0.00
H  -0.16404  -4.53681  -1.93309  0.08
H  -0.17030  -3.25261  -3.19460  0.01
H  -1.66129  -3.63354  -2.30742  0.06
H  1.84016  3.81538  -0.91964  0.10
H  2.13827  2.07378  -1.26350  0.05
H  1.98132  2.63345  0.42730  0.06
H  -0.80026  4.64937  0.21376  0.10
H  -0.53235  3.46480  1.53851  0.05
H  -2.03759  3.39888  0.58328  0.05
H  -0.40279  3.85957  -2.61279  0.09
H  -1.87409  2.87714  -2.30966  0.06
H  -0.42034  2.09934  -3.00553  0.02
C  0.82923  -0.10066  -4.85592  -0.58
C  2.17441  -0.22938  -4.45906  -0.10
C  3.19577  -0.06298  -5.39888  -0.02
C  2.89845  0.28036  -6.72512  0.02
C  1.56266  0.49127  -7.10471  -0.01
C  0.54114  0.32343  -6.18157  -0.09
Se  -0.64035  -0.71829  -3.84826  0.98
H  -0.42240  1.12814  -0.11164  -0.04
H  2.40534  -0.51681  -3.42939  0.08
H  4.23494  -0.20865  -5.09914  0.13
H  3.69616  0.38849  -7.46346  0.14
H  1.31970  0.78046  -8.12413  0.14
H  -0.50662  0.44565  -6.47512  0.12
N  -0.48386  -0.28590  1.50558  -0.35
S  0.53772  0.21132  2.59375  1.02
C  -0.23286  1.54985  3.47815  -0.46
C  0.60998  2.58540  3.91846  -0.08
C  0.07652  3.64483  4.64607  -0.02
C  -1.30015  3.69105  4.90006  -0.01
C  -2.14493  2.68670  4.41889  -0.02
C  -1.60840  1.60486  3.70491  -0.09
C  0.73812  -1.07200  3.85344  -0.29
C  0.19894  -0.95390  5.13828  0.00
C  0.30261  -2.02508  6.03564  0.06
C  0.95121  -3.20109  5.65227  0.08
C  1.50876  -3.30921  4.37491  0.02
C  1.43170  -2.23663  3.48594  -0.03
H  -1.33520  -0.59126  1.99030  0.01
H  1.67716  2.52410  3.69973  0.12
H  0.73522  4.43056  5.01614  0.14
H  -1.72181  4.52015  5.47441  0.14
H  -3.22154  2.72400  4.60272  0.13
H  -2.25485  0.80411  3.34795  0.11
H  -0.30722  -0.03296  5.42771  0.13
H  -0.13129  -1.93112  7.03006  0.15
H  1.01592  -4.03626  6.35061  0.16
H  2.00511  -4.22772  4.06572  0.14
H  1.90365  -2.29892  2.50309  0.11

---

[3]
C29H49Cl3GeMnO3P2S2Se as an isolated structure, computed with ωB97M-V/def2-TZVPD.

Values from the calculation:
- Kohn-Sham gap (alpha / beta) (eV) = 6.79 / 4.32
- total charge = -1
- lowest unoccupied orbital energy (alpha / beta) (eV) = 2.4773 / 2.4769
- 2S+1 = 5
- relative energy (zero: lowest compared OMol25 entry of this formula, charge and spin) (kcal per mole) = 0.0

Last column: Löwdin charge in e.
Geometry (Å):
Mn  -0.07491  0.00648  -0.33303  0.02
Cl  -0.64321  4.34189  6.35649  0.60
C  -0.60095  3.33480  4.92522  -0.69
C  0.57143  2.69547  4.56963  -0.16
C  0.59856  1.90179  3.43824  -0.56
Cl  2.08019  1.07342  3.05916  0.72
C  -0.52170  1.70477  2.58382  -0.50
O  -0.51509  0.97395  1.53907  -0.31
C  -1.69264  2.38132  3.03478  -0.58
Cl  -3.14981  2.16721  2.10622  0.68
C  -1.74455  3.17507  4.16264  -0.16
H  1.46345  2.80225  5.17103  0.10
H  -2.67034  3.65830  4.44147  0.10
C  -1.71293  -0.53579  -6.02052  -0.08
C  -2.22572  -0.94385  -4.65846  -0.32
O  -1.99383  0.14439  -3.76297  -0.36
P  -2.34198  -0.00677  -2.18465  -0.12
S  -1.81379  1.69852  -1.37587  0.37
S  -1.63117  -1.72379  -1.49409  0.34
O  -3.94723  -0.20439  -2.19145  -0.36
C  -4.79236  0.91299  -2.50729  -0.32
C  -5.49454  1.39394  -1.25728  -0.08
H  -1.90374  -1.32739  -6.74781  0.07
H  -0.63971  -0.34839  -5.98298  0.06
H  -2.20705  0.37539  -6.35957  0.08
H  -1.70797  -1.83147  -4.28637  0.08
H  -3.29700  -1.16648  -4.68879  0.11
H  -5.50860  0.55467  -3.25074  0.11
H  -4.20312  1.71498  -2.95675  0.09
H  -6.06097  0.57946  -0.80388  0.08
H  -6.18388  2.20546  -1.50159  0.07
H  -4.76443  1.75656  -0.53436  0.04
C  -4.18729  -3.41335  3.72323  -0.23
Ge  -2.68429  -2.17908  3.96383  0.76
C  -1.31646  -3.04687  5.06469  -0.23
C  -3.30914  -0.58248  4.90087  -0.22
C  -2.02694  -1.65009  2.19442  -0.57
Se  -0.11688  -1.85329  1.87920  0.88
C  -0.18798  -3.76643  1.54078  -0.39
H  -4.59897  -3.72549  4.68446  0.01
H  -3.86790  -4.30322  3.17818  0.01
H  -4.97910  -2.92952  3.14930  0.02
H  -1.48657  -2.80387  6.11446  0.01
H  -0.32512  -2.69266  4.78095  -0.01
H  -1.34275  -4.13219  4.95514  0.01
H  -3.58107  -0.82995  5.92866  0.01
H  -4.17678  -0.15101  4.40071  0.02
H  -2.52388  0.17555  4.92037  0.01
H  -2.20194  -0.58388  2.05068  -0.02
H  -2.55136  -2.17118  1.39160  0.00
H  -0.61431  -4.28513  2.39917  0.01
H  0.82947  -4.11820  1.37788  0.01
H  -0.78739  -3.96011  0.65132  0.01
C  1.89143  -0.68065  -3.89345  -0.10
C  2.30980  0.55805  -3.09846  -0.67
C  1.31314  1.67853  -3.41196  -0.12
C  3.69048  1.04452  -3.54334  -0.09
P  2.09039  0.18647  -1.23861  1.06
C  2.86126  1.68576  -0.51387  -0.35
C  4.23042  1.91249  -0.38360  -0.11
C  4.71340  3.08068  0.19103  -0.09
C  3.83197  4.05614  0.63342  -0.10
C  2.46576  3.85306  0.49963  -0.08
C  1.98853  2.67907  -0.06189  -0.12
C  3.22547  -1.29657  -0.84292  -0.66
C  4.48690  -1.55425  -1.67113  -0.10
C  3.63222  -1.15396  0.62819  -0.12
C  2.33802  -2.54643  -0.95986  -0.12
H  1.73748  -0.40272  -4.94198  0.08
H  0.95159  -1.09516  -3.51562  0.06
H  2.64996  -1.46546  -3.87135  0.06
H  1.37372  1.91135  -4.48129  0.08
H  1.54691  2.58992  -2.85701  0.08
H  0.28763  1.39787  -3.17702  0.01
H  3.67220  1.21619  -4.62604  0.08
H  4.49509  0.34223  -3.33893  0.05
H  3.93920  1.99420  -3.06727  0.07
H  4.93944  1.17211  -0.72799  0.09
H  5.78234  3.22633  0.29156  0.10
H  4.20788  4.96632  1.08438  0.10
H  1.76455  4.59925  0.85227  0.11
H  0.91817  2.52261  -0.13918  0.07
H  5.20766  -0.73786  -1.62906  0.06
H  4.25954  -1.75847  -2.71712  0.06
H  4.98551  -2.44418  -1.27053  0.08
H  4.29661  -0.30469  0.79525  0.06
H  4.15636  -2.06334  0.94132  0.08
H  2.75985  -1.01666  1.26656  0.02
H  2.13696  -2.81300  -1.99770  0.07
H  1.37860  -2.40833  -0.45581  0.00
H  2.84982  -3.39367  -0.48984  0.08

---

Across the entries above, F_max takes the values 6.6 2.4 0.5 eV Å⁻¹, respectively.
Across the entries above, calculated total energy takes the values -2795.6383 -5138.5352 -9849.3677 hartree, respectively.